[1]
C29H25Cl4F7MoN3O8S3 | wB97M-V/def2-TZVPD

Cartesian coordinates (Å):
1 Mo -0.67 -0.09 -0.74
2 F -3.63 4.46 3.27
3 C -2.98 4.99 2.23
4 F -1.99 5.75 2.69
5 F -3.83 5.76 1.55
6 S -2.35 3.67 1.12
7 O -3.52 2.93 0.74
8 O -1.61 4.38 0.12
9 N -1.38 2.94 2.14
10 S -1.27 1.44 2.50
11 O -1.47 0.53 1.38
12 O -0.13 1.21 3.33
13 C -2.71 1.04 3.59
14 F -3.86 1.12 2.94
15 F -2.73 1.89 4.62
16 F -2.57 -0.20 4.06
17 Cl -7.33 -1.10 1.84
18 C -5.77 -1.21 1.09
19 C -4.73 -1.82 1.78
20 C -3.48 -1.91 1.19
21 Cl -2.19 -2.68 2.04
22 C -3.22 -1.38 -0.08
23 O -2.03 -1.46 -0.66
24 C -4.32 -0.82 -0.72
25 Cl -4.30 -2.95 -2.94
26 C -5.58 -0.72 -0.19
27 H -4.88 -2.21 2.77
28 H -6.40 -0.30 -0.75
29 C 3.26 -4.24 -0.29
30 C 2.99 -3.58 1.05
31 N 3.23 -2.14 1.06
32 C 4.56 -1.67 1.47
33 C 5.45 -1.30 0.30
34 C 2.29 -1.26 0.67
35 S 0.79 -1.90 0.15
36 N 2.68 0.03 0.79
37 C 1.99 1.06 0.37
38 O 0.88 1.04 -0.25
39 C 2.52 2.41 0.67
40 C 1.71 3.52 0.44
41 C 2.18 4.79 0.74
42 C 3.46 4.96 1.26
43 C 4.26 3.85 1.49
44 C 3.79 2.58 1.21
45 H 3.03 -5.30 -0.24
46 H 4.31 -4.13 -0.58
47 H 2.64 -3.80 -1.07
48 H 3.64 -4.01 1.82
49 H 1.96 -3.76 1.36
50 H 5.01 -2.48 2.04
51 H 4.43 -0.82 2.14
52 H 5.62 -2.14 -0.37
53 H 6.42 -0.95 0.66
54 H 5.00 -0.49 -0.28
55 H 0.71 3.40 0.04
56 H 1.54 5.65 0.57
57 H 3.82 5.95 1.50
58 H 5.26 3.98 1.91
59 H 4.40 1.70 1.39
60 Cl -4.10 -0.24 -2.37
61 C -3.94 1.59 -2.15
62 C -2.48 1.96 -2.28
63 O -2.10 2.67 -3.19
64 O -1.75 1.46 -1.33
65 H -4.33 1.82 -1.16
66 H -4.54 2.00 -2.95
67 F 2.08 -5.39 -3.96
68 C 1.51 -4.18 -3.70
69 C 2.31 -3.07 -3.67
70 C 1.72 -1.84 -3.39
71 C 0.36 -1.73 -3.15
72 C -0.26 -0.41 -2.81
73 C -0.43 -2.88 -3.20
74 C 0.15 -4.12 -3.47
75 H 3.37 -3.16 -3.86
76 H 2.34 -0.95 -3.35
77 H -1.23 -0.32 -3.31
78 H 0.36 0.43 -3.13
79 H -1.50 -2.83 -3.02
80 H -0.45 -5.02 -3.52

Properties
Gap between HOMO and LUMO (spin up / spin down) = 7.206 / 7.283 eV
Expectation value of S² = 2.01
Spin multiplicity = 3
HOMO (spin up / spin down) = -5.9 / -5.9 eV
F_max = 0.27 eV/A
Net charge = -1

These are the Löwdin partial charges, in e, on atoms 1 to 8: 1.5762, 0.1331, -0.6813, 0.1364, 0.1312, 0.5940, -0.2800, -0.2647

***

[2]
C3H11N2 | wB97M-V/def2-TZVPD

Cartesian coordinates (Å):
1 N 4.79 -2.33 1.48
2 C 3.53 -1.84 1.30
3 C 2.48 -2.84 0.31
4 N 1.07 -2.66 0.67
5 C 0.94 -3.68 2.24
6 H -16.14 20.13 -8.63
7 H 5.49 -1.88 0.86
8 H -17.84 18.90 -9.74
9 H 3.22 -0.89 0.82
10 H 3.17 -1.95 2.32
11 H 3.08 -3.70 0.01
12 H 2.75 -2.15 -0.56
13 H 0.78 -3.83 1.04
14 H 1.19 -4.77 2.32
15 H 1.56 -3.14 2.97
16 H -0.08 -3.39 2.60

Properties
Gap between HOMO and LUMO = 2.569 eV
HOMO = -10.3 eV
F_max = 5.24 eV/A
Net charge = +1

These are the natural (NBO) partial charges, in e, on atoms 1 to 8: -0.2109, -0.3008, -0.1613, -0.3345, -0.6236, -0.0008, 0.3541, 0.0008

***

[3]
C6H7ClO | wB97M-V/def2-TZVPD

Cartesian coordinates (Å):
1 C -0.50 2.00 0.63
2 C -0.14 0.73 -0.34
3 C 0.87 0.85 -1.35
4 C 0.77 -1.16 -1.03
5 C -0.17 -0.74 -0.15
6 C -0.57 -1.63 0.94
7 H -1.53 1.51 1.15
8 H 0.47 2.11 1.51
9 H -0.58 2.94 -0.21
10 H 1.45 1.67 -1.70
11 H -0.61 -0.85 2.08
12 H 0.01 -2.65 1.33
13 H -1.87 -1.74 0.63
14 O 1.20 -0.33 -1.83
15 Cl 1.21 -2.70 -1.64

Properties
Gap between HOMO and LUMO = 8.961 eV
HOMO = -8.3 eV
F_max = 6.53 eV/A

These are the natural (NBO) partial charges, in e, on atoms 1 to 8: -0.6785, -0.0732, 0.0559, 0.2635, -0.1957, -0.6318, 0.2447, 0.2412

***

[4]
C5H15N3 | wB97M-V/def2-TZVPD

Cartesian coordinates (Å):
1 C 2.79 -2.55 -1.71
2 N 1.51 -1.79 -1.91
3 C 1.14 -1.15 -0.62
4 C 0.07 -0.07 -0.86
5 N -0.25 0.47 0.49
6 C -1.13 1.65 0.39
7 C -1.49 2.21 1.74
8 N -2.53 1.41 2.38
9 H 3.50 -1.93 -1.18
10 H 2.67 -3.56 -1.31
11 H 3.14 -2.71 -2.74
12 H 0.79 -2.48 -2.11
13 H 1.99 -0.70 -0.12
14 H 0.75 -1.92 0.05
15 H 0.36 0.82 -1.42
16 H -0.78 -0.55 -1.33
17 H -0.70 -0.25 1.05
18 H -0.39 2.39 0.04
19 H -1.94 1.62 -0.35
20 H -1.88 3.23 1.58
21 H -0.60 2.39 2.34
22 H -3.44 1.63 1.99
23 H -2.57 1.47 3.39

Properties
Gap between HOMO and LUMO = 9.852 eV
HOMO = -8.7 eV
F_max = 2.99 eV/A

These are the natural (NBO) partial charges, in e, on atoms 1 to 8: -0.4255, -0.6163, -0.2239, -0.2160, -0.6295, -0.2308, -0.2238, -0.8598

***

[5]
C6H10 | wB97M-V/def2-TZVPD

Cartesian coordinates (Å):
1 C 1.61 -1.09 1.38
2 C 1.38 -0.71 0.12
3 C 0.16 -0.04 -0.31
4 C 0.28 0.75 -1.61
5 C -1.01 -0.13 0.35
6 C -2.09 0.90 0.20
7 H 1.04 -0.74 2.23
8 H 2.36 -1.84 1.59
9 H 2.11 -0.99 -0.63
10 H 0.40 1.82 -1.44
11 H 1.12 0.37 -2.18
12 H -0.62 0.67 -2.22
13 H -1.18 -0.96 1.02
14 H -1.85 1.78 0.80
15 H -2.22 1.20 -0.84
16 H -3.05 0.53 0.55

Properties
Gap between HOMO and LUMO = 9.308 eV
HOMO = -8.3 eV
F_max = 1.05 eV/A

These are the natural (NBO) partial charges, in e, on atoms 1 to 8: -0.3690, -0.2127, -0.0496, -0.6403, -0.1595, -0.6530, 0.1946, 0.1948

***

[6]
BrH3O3P | wB97M-V/def2-TZVPD

Cartesian coordinates (Å):
1 O -1.78 -0.70 -0.13
2 O 0.64 -0.77 0.24
3 O -0.43 1.45 0.31
4 P -0.44 0.06 -0.44
5 Br 3.88 -0.03 0.06
6 H -2.39 -1.25 -0.49
7 H 1.53 -1.00 0.10
8 H -1.01 2.25 0.35

Properties
Gap between HOMO and LUMO (spin up / spin down) = 7.340 / 7.382 eV
HOMO (spin up / spin down) = -15.2 / -14.7 eV
F_max = 5.96 eV/A
Net charge = +1

Let us look at the natural (NBO) charges, expressed in e, one per atom: -0.9567, -0.9667, -0.9688, 2.1508, 0.0288, 0.5607, 0.5665, 0.5854

***

[7]
C20H15N6OPtS2 | wB97M-V/def2-TZVPD

Cartesian coordinates (Å):
1 Pt -0.06 0.00 -0.17
2 C 3.38 -2.61 -0.83
3 C 2.08 -2.13 -0.85
4 N 1.77 -0.98 -0.25
5 C 2.76 -0.30 0.38
6 C 4.05 -0.81 0.36
7 N 4.36 -1.95 -0.23
8 C 2.40 0.97 1.06
9 C 3.16 1.72 1.94
10 C 2.61 2.85 2.54
11 C 1.28 3.17 2.26
12 C 0.56 2.39 1.38
13 N 1.16 1.36 0.80
14 C -0.88 2.51 1.00
15 C -1.66 3.60 1.35
16 N -2.95 3.69 1.03
17 C -3.47 2.68 0.35
18 C -2.71 1.58 -0.03
19 N -1.42 1.49 0.29
20 C 3.41 3.68 3.49
21 C 4.80 3.55 3.58
22 C 5.50 4.33 4.47
23 N 4.93 5.23 5.27
24 C 3.61 5.36 5.19
25 C 2.82 4.61 4.33
26 H 3.63 -3.55 -1.32
27 H 1.28 -2.66 -1.34
28 H 4.86 -0.27 0.84
29 H 4.17 1.41 2.18
30 H 0.81 4.02 2.73
31 H -1.24 4.43 1.90
32 H -4.52 2.74 0.09
33 H -3.14 0.76 -0.58
34 H 5.35 2.86 2.95
35 H 6.58 4.24 4.54
36 H 3.16 6.08 5.85
37 H 1.75 4.78 4.35
38 C -0.21 -3.90 5.13
39 O -0.13 -2.99 4.01
40 C -1.17 -2.25 3.76
41 S -2.62 -2.21 4.56
42 S -1.20 -1.16 2.48
43 H 0.74 -4.41 5.16
44 H -1.02 -4.62 4.97
45 H -0.39 -3.35 6.05

Properties
Gap between HOMO and LUMO (spin up / spin down) = 6.193 / 6.573 eV
Expectation value of S² = 2.01
Spin multiplicity = 3
HOMO (spin up / spin down) = -10.5 / -11.3 eV
F_max = 0.16 eV/A
Net charge = +1

These are the natural (NBO) partial charges, in e, on atoms 1 to 8: 0.5718, 0.0256, 0.0393, -0.4201, 0.1323, 0.0347, -0.3274, 0.1832